(1)
Computed, not measured: a molecular structure, C11H20I2N3ORh, with ωB97M-V/def2-TZVPD.

* maximum force: 3.0 eV Å⁻¹
* LUMO (alpha / beta): 3.726 / 3.617 eV
* total charge: -2
* M: 567.0 g mol⁻¹
* expectation value of S²: 6.012
* HOMO (alpha / beta): 2.25 / -1.80 eV
* orbital gap (alpha / beta): 1.473 / 5.422 eV
* multiplicity: 5

CARTESIAN COORDINATES (ANGSTROEM)
1 H 1.01 -3.27 -1.55
2 C 1.32 -0.72 3.08
3 C 0.18 0.13 2.56
4 C 0.08 1.37 3.44
5 C 0.67 1.77 0.70
6 O 0.12 2.83 0.94
7 H 2.26 -0.16 3.06
8 H 1.44 -1.63 2.48
9 H -1.98 1.48 -4.21
10 H -0.95 -1.67 2.18
11 C 0.02 -2.85 -1.32
12 H 0.04 -2.41 -0.31
13 C -0.76 -0.83 -4.18
14 Rh -0.95 0.05 -0.17
15 N 0.41 0.49 1.15
16 H 2.46 0.79 -0.29
17 H -0.54 2.09 -3.35
18 N -0.98 0.04 -3.12
19 C -1.41 1.41 -3.28
20 H -0.94 -0.54 -5.19
21 H 1.05 1.88 3.50
22 C -0.36 -2.00 -3.65
23 H -0.19 1.03 4.45
24 H -1.91 -0.17 2.11
25 H 1.44 1.74 -1.35
26 N -0.32 -1.83 -2.27
27 C -0.68 -0.57 -1.94
28 H -0.71 -3.67 -1.34
29 I 3.44 1.63 1.66
30 H -0.70 2.04 3.08
31 I -3.41 0.80 -0.15
32 H 2.47 2.68 -0.27
33 H 1.10 -0.99 4.12
34 H -2.04 1.71 -2.44
35 H -0.11 -2.93 -4.12
36 C 1.90 1.74 -0.35
37 C -1.10 -0.69 2.63
38 H -1.36 -0.80 3.69

=====

(2)
Computed, not measured: a molecular structure, C11H20MnN2O3, with ωB97M-V/def2-TZVPD.

* maximum force: 1.2 eV Å⁻¹
* LUMO (alpha / beta): -18.881 / -18.672 eV
* total charge: +4
* M: 283.2 g mol⁻¹
* expectation value of S²: 0.811
* HOMO (alpha / beta): -23.89 / -23.84 eV
* orbital gap (alpha / beta): 5.010 / 5.166 eV
* multiplicity: 2
* relative energy (zero: lowest compared OMol25 entry of this formula, charge and spin): 0.182 eV

CARTESIAN COORDINATES (ANGSTROEM)
1 H 3.36 -1.58 -1.20
2 C -1.19 -0.94 2.14
3 H -2.90 -1.57 0.97
4 H 2.06 -0.16 2.45
5 C 0.90 2.72 -0.83
6 H -1.42 -2.50 0.61
7 C -0.16 4.79 -0.16
8 H -1.05 -1.70 2.91
9 H 2.03 -2.80 -1.36
10 C -1.01 2.64 0.59
11 H 1.20 -1.52 3.19
12 H -2.03 -1.85 -1.79
13 H 1.62 4.61 -1.47
14 H 1.67 2.17 -1.37
15 H -1.71 2.02 1.13
16 O -1.48 -0.57 -0.20
17 C 0.88 4.08 -0.89
18 C -2.21 -0.82 -1.48
19 Mn 0.26 0.10 -0.06
20 N -0.23 6.08 -0.18
21 C -1.81 -1.52 0.89
22 C -1.12 3.99 0.59
23 H 2.99 -2.07 1.24
24 C 1.91 -1.90 1.17
25 H -3.26 -0.63 -1.28
26 H 1.90 -1.20 -2.17
27 C 1.40 -1.00 2.26
28 O 0.14 -0.39 1.75
29 H -0.96 6.60 0.32
30 H 0.43 6.66 -0.71
31 N -0.03 1.98 -0.12
32 H -1.82 -0.11 -2.21
33 H -1.92 4.47 1.15
34 H 1.39 -2.86 1.09
35 H -1.74 -0.10 2.55
36 C 2.29 -1.74 -1.31
37 O 1.63 -1.16 -0.10

=====

(3)
Computed, not measured: a single C11H20N2 molecule, with ωB97M-V/def2-TZVPD.

* maximum force: 4.8 eV Å⁻¹
* LUMO: 0.645 eV
* M: 180.3 g mol⁻¹
* SMILES string: CCC[C@]1(C)[C@@H](C#N)N1C(C)(C)C
* HOMO: -9.08 eV
* orbital gap: 9.721 eV
* relative energy (zero: lowest compared OMol25 entry of this formula, charge and spin): 0.858 eV

CARTESIAN COORDINATES (ANGSTROEM)
1 H -2.12 2.20 0.60
2 C 1.45 -1.43 -0.01
3 H 0.83 0.54 -1.76
4 H -2.01 -0.06 0.80
5 H -0.20 2.52 1.64
6 C -0.07 0.72 0.47
7 C 1.35 -2.09 1.29
8 H 3.13 -0.60 -1.09
9 C -3.64 1.40 -0.78
10 H -4.35 1.28 0.07
11 C 1.64 2.30 -0.80
12 H 1.10 -3.04 -1.25
13 H 0.34 -1.53 -1.82
14 C 0.55 -2.20 -0.95
15 H 0.59 1.14 2.48
16 C 2.95 -1.58 -0.50
17 H -4.03 2.23 -1.39
18 H 2.07 -1.58 2.06
19 C 1.06 1.00 -0.75
20 H 0.41 -1.86 1.79
21 H 1.65 -3.17 1.35
22 H -0.47 -2.30 -0.48
23 C -1.44 0.37 -0.04
24 C -2.23 1.66 -0.28
25 H -1.59 2.18 -1.01
26 H -3.79 0.43 -1.30
27 H -1.46 -0.36 -1.01
28 H 3.56 -1.61 0.43
29 N 1.19 -0.01 0.28
30 H -1.15 1.11 2.28
31 N 1.86 3.39 -1.08
32 C -0.12 1.44 1.80
33 H 2.95 -2.49 -1.03

=====

(4)
Computed, not measured: a single C11H20N2O5 molecule, with ωB97M-V/def2-TZVPD.

* maximum force: 1.3 eV Å⁻¹
* LUMO: 0.462 eV
* M: 260.3 g mol⁻¹
* SMILES string: CC(C)C[C@H](N)C(=O)N[C@@H](CCC(=O)O)C(=O)O
* HOMO: -9.66 eV
* orbital gap: 10.119 eV
* relative energy (zero: lowest compared OMol25 entry of this formula, charge and spin): 0.047 eV

CARTESIAN COORDINATES (ANGSTROEM)
1 C 2.42 0.43 -0.63
2 H 3.18 1.13 -0.95
3 H -3.44 -1.72 -1.03
4 O 5.11 -0.57 -0.81
5 H -4.57 -0.34 -0.78
6 C -1.50 0.32 -1.02
7 H -0.18 -0.93 -1.95
8 C 4.14 -1.40 -0.37
9 C -0.82 1.63 -1.40
10 O 4.21 -2.60 -0.50
11 H -1.76 -1.36 2.37
12 H 5.78 -1.14 -1.22
13 O 1.92 3.42 0.73
14 H -4.78 -1.85 0.12
15 C -4.04 -1.17 -0.27
16 O -1.42 2.44 -2.09
17 C -3.13 -0.61 0.84
18 C 1.80 2.25 0.98
19 C 1.25 1.21 0.03
20 C 3.01 -0.64 0.29
21 C -2.39 -1.74 1.57
22 H 0.65 0.49 0.59
23 H -1.44 0.72 1.11
24 H -3.76 -0.15 1.57
25 H -1.08 -1.66 -0.79
26 H 3.41 -0.18 1.20
27 H 2.02 -0.08 -1.50
28 H 2.57 2.45 2.67
29 H -1.77 -2.33 0.90
30 H -2.32 0.21 -1.77
31 C -2.20 0.52 0.32
32 H 0.76 2.85 -1.16
33 H -3.11 -2.42 2.03
34 H 2.24 -1.36 0.54
35 O 2.19 1.71 2.16
36 N -0.57 -0.82 -1.03
37 N 0.44 1.90 -0.96
38 H -2.81 1.39 0.20

=====

(5)
Computed, not measured: 2 unconnected molecules or ions with the total composition C11H20N3, with ωB97M-V/def2-TZVPD.

* maximum force: 7.4 eV Å⁻¹
* LUMO: -4.098 eV
* total charge: +1
* M: 194.3 g mol⁻¹
* HOMO: -11.90 eV
* orbital gap: 7.804 eV
* relative energy (zero: lowest compared OMol25 entry of this formula, charge and spin): 4.266 eV

CARTESIAN COORDINATES (ANGSTROEM)
1 C 3.40 0.15 0.50
2 C -3.40 -0.23 1.25
3 C 2.35 -0.46 1.38
4 H -3.24 0.53 2.07
5 C 3.02 -1.25 0.27
6 H 0.23 -1.74 -1.40
7 N 0.50 -0.20 0.01
8 H -4.40 0.88 -0.87
9 H 2.96 0.85 -0.15
10 H -1.80 -1.56 2.19
11 H -1.69 2.11 -1.57
12 H -3.29 2.49 -2.27
13 N 2.37 -1.66 -0.93
14 H 2.50 -0.76 2.47
15 C -2.60 1.72 -1.79
16 H 2.08 -1.15 -2.91
17 H -3.33 -2.19 2.17
18 H 3.78 -1.95 0.46
19 N -2.74 0.31 0.11
20 H -4.48 -0.55 1.13
21 C -3.38 0.99 -0.75
22 C -2.66 -1.60 1.56
23 H 5.39 0.23 -0.06
24 C 4.84 0.31 0.90
25 C 1.00 -1.05 -1.04
26 H 5.04 -0.42 1.66
27 H -2.55 -2.15 0.62
28 C 0.98 -0.13 1.11
29 H 2.41 0.26 -2.04
30 C 2.07 -0.73 -2.00
31 H -1.67 0.05 0.10
32 H 4.98 1.31 1.27
33 H 0.40 0.12 2.02
34 H -2.42 1.04 -2.57

=====

(6)
Computed, not measured: 2 unconnected molecules or ions with the total composition C11H20N3O2, with ωB97M-V/def2-TZVPD.

* maximum force: 2.1 eV Å⁻¹
* LUMO: -2.306 eV
* total charge: +1
* M: 226.3 g mol⁻¹
* HOMO: -12.44 eV
* orbital gap: 10.129 eV
* relative energy (zero: lowest compared OMol25 entry of this formula, charge and spin): 0.000 eV

CARTESIAN COORDINATES (ANGSTROEM)
1 H 1.88 0.85 2.87
2 C -0.31 -1.89 -1.80
3 C 0.88 -0.69 1.73
4 H 1.04 0.15 -2.75
5 H 0.37 0.08 -0.48
6 H -2.52 -4.00 -0.48
7 H 1.46 3.74 -1.88
8 C -0.03 2.88 2.86
9 H -0.47 2.58 3.80
10 H 1.47 -1.47 2.21
11 H -0.90 -4.54 -0.93
12 H 0.96 3.28 3.06
13 H -1.81 -4.30 -3.13
14 N 0.58 1.08 -0.51
15 C -1.62 -3.72 -1.02
16 H -0.24 -2.56 0.23
17 C -1.86 -3.42 -2.50
18 C 0.83 3.18 0.09
19 H -0.13 -1.07 1.65
20 H 0.90 4.13 0.57
21 O 0.50 -0.99 -1.85
22 C 0.98 1.73 -1.59
23 C 0.03 1.64 1.97
24 H 0.54 1.51 -3.51
25 C 0.47 1.97 0.58
26 H -1.73 -1.69 -0.25
27 N 1.20 1.16 -2.82
28 C 0.88 0.54 2.61
29 H -2.81 -2.91 -2.67
30 N 1.15 3.01 -1.27
31 H 1.34 -0.51 0.77
32 H 0.41 0.28 3.56
33 C -0.98 -2.42 -0.56
34 H -1.00 1.27 1.92
35 H -0.68 3.62 2.43
36 O -0.79 -2.51 -2.88